# 1
Molecular formula: C22H15Cl2CoN2O8S
Method: DFT, the ωB97M-V functional and the def2-TZVPD basis

Output
<S²>	6.053
multiplicity	5

XYZ file:
```
51
C22H15Cl2CoN2O8S | the Open Molecules 2025 dataset | the ωB97M-V functional and the def2-TZVPD basis
Co -1.604 -0.534 0.268
O 0.562 3.402 -0.936
S -0.560 2.958 -0.159
O -1.882 3.208 -0.635
N -0.445 1.311 0.085
C 0.684 0.792 0.567
C 2.006 1.172 0.701
C 3.025 0.247 1.001
C 3.059 -1.155 0.983
C 2.087 -2.072 0.562
C 2.147 -3.462 0.657
C 1.026 -4.227 0.391
C -0.211 -3.604 0.118
N -0.343 -2.322 -0.077
C 0.828 -1.509 -0.017
C -0.375 3.563 1.503
C 0.619 4.483 1.787
C 0.777 4.914 3.096
C -0.050 4.419 4.093
C -1.048 3.500 3.790
C -1.218 3.065 2.486
H 2.268 2.201 0.515
H 3.980 0.706 1.231
H 3.992 -1.600 1.313
H 3.052 -3.934 1.021
H 1.063 -5.302 0.484
H -1.123 -4.188 0.071
H 1.249 4.845 0.985
H 1.547 5.634 3.338
H 0.078 4.755 5.114
H -1.693 3.119 4.570
H -1.983 2.345 2.226
O -3.649 -0.039 -0.396
Cl -3.869 -0.608 0.923
O -5.215 -0.574 1.308
O -3.012 0.139 1.835
O -3.330 -1.950 0.869
Cl -2.118 -3.053 -6.048
C -1.175 -2.401 -4.759
C 0.165 -2.738 -4.651
C 0.912 -2.229 -3.602
C 0.325 -1.406 -2.646
C -1.003 -1.027 -2.812
C -1.758 -1.524 -3.857
C 1.198 -0.986 -1.503
O 2.265 -0.482 -1.708
O 0.405 -0.498 0.955
H 0.620 -3.387 -5.385
H 1.960 -2.480 -3.503
H -1.447 -0.263 -2.184
H -2.790 -1.223 -3.971
```

# 2
Molecular formula: C22H15Cl3N2O5SV
Method: DFT, the ωB97M-V functional and the def2-TZVPD basis

Output
<S²>	2.025
multiplicity	3
total charge	+1

XYZ file:
```
49
C22H15Cl3N2O5SV | the Open Molecules 2025 dataset | the ωB97M-V functional and the def2-TZVPD basis
V 2.502 1.097 -1.654
O 4.036 -4.347 -2.789
C 2.748 -4.196 -3.061
O 2.030 -5.121 -3.319
C 2.170 -2.821 -2.934
C 0.830 -2.508 -3.177
Cl -0.470 -3.455 -3.683
N 0.653 -1.183 -2.965
N 1.818 -0.622 -2.616
C 2.729 -1.588 -2.583
C 4.084 -1.139 -2.156
O 5.055 -1.853 -2.169
O 4.110 0.131 -1.776
C -0.513 -0.353 -3.090
C -0.620 0.459 -4.214
C -1.702 1.324 -4.306
C -2.643 1.365 -3.285
C -2.517 0.545 -2.176
C -1.443 -0.327 -2.066
H 4.496 -3.515 -2.538
H 0.119 0.390 -5.001
H -1.818 1.950 -5.181
H -3.484 2.041 -3.357
H -3.255 0.586 -1.386
H -1.324 -0.964 -1.202
Cl 3.608 3.257 -0.863
C 2.334 4.124 -1.733
Cl 1.391 2.947 -2.746
H 2.779 4.836 -2.417
H 1.632 4.549 -1.025
C -4.180 0.621 7.261
C -3.241 0.709 6.088
O -3.165 1.648 5.346
S -2.238 -0.765 5.913
C -1.320 -0.364 4.456
C -0.526 0.781 4.410
C 0.214 1.064 3.280
C 0.173 0.195 2.183
C -0.621 -0.953 2.236
C -1.368 -1.225 3.366
C 0.937 0.476 1.021
C 1.585 0.726 0.016
H -4.290 1.615 7.688
H -3.835 -0.084 8.014
H -5.150 0.285 6.892
H -0.495 1.447 5.260
H 0.827 1.954 3.244
H -0.648 -1.630 1.393
H -1.994 -2.107 3.400
```

# 3
Molecular formula: C22H15F3N2O4PS2
Method: DFT, the ωB97M-V functional and the def2-TZVPD basis

Output
multiplicity	1
total charge	-1

XYZ file:
```
49
C22H15F3N2O4PS2 | the Open Molecules 2025 dataset | the ωB97M-V functional and the def2-TZVPD basis
C -5.042 1.997 1.175
C -3.925 2.588 1.778
C -2.662 2.018 1.620
C -2.481 0.854 0.856
P -0.761 0.291 0.483
C 0.040 1.859 -0.004
C 0.761 2.572 0.959
C 1.256 3.847 0.666
C 0.996 4.436 -0.577
C 0.285 3.715 -1.547
C -0.180 2.423 -1.274
C 0.107 -0.418 1.912
C -0.753 -1.314 2.618
N -1.441 -2.019 3.252
O -0.807 -0.662 -0.664
C -3.618 0.234 0.297
C -4.887 0.806 0.452
H -6.026 2.458 1.280
H -4.035 3.499 2.370
H -1.802 2.501 2.085
H 0.913 2.147 1.951
H 1.840 4.365 1.425
H 1.362 5.443 -0.789
H 0.098 4.162 -2.524
H -0.731 1.858 -2.032
H 0.647 0.297 2.554
H -3.512 -0.693 -0.271
H -5.767 0.332 0.006
F 2.942 -3.800 3.473
C 3.375 -2.648 2.908
F 3.775 -1.799 3.891
F 4.437 -2.935 2.122
S 2.030 -1.753 1.946
N 2.225 -2.739 0.431
C 0.983 -3.152 -0.095
O 0.063 -3.555 0.591
C 1.007 -2.867 -1.547
C 2.192 -2.329 -2.008
C 2.267 -1.658 -3.229
C 1.106 -1.535 -4.004
C -0.096 -2.088 -3.550
C -0.154 -2.728 -2.316
S 3.439 -2.306 -0.741
O 3.929 -0.974 -0.510
O 4.349 -3.407 -0.898
H 3.213 -1.228 -3.536
H 1.123 -0.997 -4.948
H -1.003 -1.991 -4.148
H -1.079 -3.108 -1.890
```

# 4
Molecular formula: C22H15F6N2O4S3
Method: DFT, the ωB97M-V functional and the def2-TZVPD basis

Output
multiplicity	1
total charge	-1

XYZ file:
```
52
C22H15F6N2O4S3 | the Open Molecules 2025 dataset | the ωB97M-V functional and the def2-TZVPD basis
F 5.760 0.969 -3.531
C 5.393 -0.254 -3.057
F 5.967 -1.196 -3.863
F 6.022 -0.404 -1.843
C 3.902 -0.429 -2.972
C 3.416 -1.736 -2.904
C 2.041 -1.922 -2.830
C 1.165 -0.834 -2.697
C -0.313 -1.151 -2.347
C -1.169 0.053 -2.319
N -1.880 0.959 -2.484
C 1.668 0.459 -2.838
C 3.041 0.664 -2.987
H 4.079 -2.596 -2.922
H 1.640 -2.943 -2.876
H -0.747 -1.884 -3.044
H 0.977 1.301 -2.812
H 3.417 1.681 -3.064
F -2.583 -3.112 -0.127
C -1.418 -3.433 -0.776
F -0.833 -4.456 -0.077
F -1.727 -3.860 -2.027
S -0.266 -2.021 -0.762
N -1.658 1.842 2.156
S -0.343 2.675 1.635
C 1.201 1.736 1.600
C 2.323 2.566 1.485
C 3.569 2.027 1.188
C 3.718 0.643 1.046
C 2.591 -0.181 1.153
C 1.328 0.361 1.416
O -0.450 2.928 0.210
O -0.077 3.719 2.595
S -2.662 1.289 1.034
C -3.934 0.575 2.090
C -4.690 -0.489 1.586
C -5.645 -1.101 2.404
C -5.903 -0.605 3.686
C -5.226 0.542 4.114
C -4.234 1.140 3.321
O -3.391 2.253 0.253
O -2.124 0.098 0.414
H 2.228 3.645 1.625
H 4.415 2.716 1.104
H 4.715 0.227 0.858
H 2.727 -1.257 1.019
H 0.447 -0.273 1.489
H -4.538 -0.832 0.566
H -6.191 -1.973 2.042
H -6.599 -1.125 4.349
H -5.450 0.964 5.089
H -3.698 2.035 3.629
```

# 5
Molecular formula: C22H15FO3S2
Method: DFT, the ωB97M-V functional and the def2-TZVPD basis

Output
SMILES	CS(=O)(=O)c1ccc(-c2oc3ccccc3c(=S)c2-c2ccccc2F)cc1
multiplicity	1

XYZ file:
```
43
C22H15FO3S2 | the Open Molecules 2025 dataset | the ωB97M-V functional and the def2-TZVPD basis
O 2.167 3.132 4.657
O 2.041 0.864 5.457
F -0.095 -3.398 -0.477
S -2.181 -2.538 -2.870
O 0.014 1.260 -1.803
C -1.456 -1.041 -2.554
C -0.319 0.355 -0.730
C -1.097 -0.780 -1.098
C -2.911 -3.171 1.918
C 0.016 1.578 -5.521
C -3.259 -1.781 1.692
C -0.419 0.259 -5.919
C -1.922 -3.715 1.176
C 0.102 1.921 -4.168
C 0.151 1.995 1.093
C 1.121 -0.329 1.233
C -2.599 -0.942 0.733
C -0.902 -0.665 -4.946
C 0.749 2.236 2.272
C 1.872 0.157 2.229
C -1.152 -2.903 0.208
C -0.219 0.933 -3.181
C 0.226 0.686 0.594
C -1.618 -1.566 -0.049
C -0.822 -0.260 -3.601
C 1.654 1.368 2.791
C 4.268 1.646 3.878
S 2.478 1.759 4.340
H -3.374 -3.729 2.693
H 0.170 2.274 -6.342
H -4.023 -1.396 2.266
H -0.602 0.146 -6.994
H -1.595 -4.739 1.341
H 0.519 2.895 -3.908
H -0.529 2.734 0.645
H 1.210 -1.223 0.707
H -2.902 0.036 0.712
H -1.487 -1.476 -5.295
H 0.484 3.140 2.774
H 2.465 -0.688 2.629
H 4.591 0.611 3.718
H 4.818 2.121 4.747
H 4.366 2.236 2.952
```

# 6
Molecular formula: C22H17AsBN14O6SY
Method: DFT, the ωB97M-V functional and the def2-TZVPD basis

Output
<S²>	0.768
multiplicity	2
total charge	-1

XYZ file:
```
63
C22H17AsBN14O6SY | the Open Molecules 2025 dataset | the ωB97M-V functional and the def2-TZVPD basis
Y 1.066 -0.185 -0.901
C 1.413 2.776 2.663
C 1.708 2.225 1.416
N 0.895 1.213 1.142
N 0.050 1.099 2.198
C 0.353 2.025 3.125
B -1.027 -0.007 2.096
N -1.915 0.257 0.861
C -3.165 0.757 0.884
C -3.597 0.901 -0.414
C -2.518 0.455 -1.185
N -1.508 0.068 -0.419
N -0.336 -1.390 1.965
C 0.034 -2.211 2.964
C 0.650 -3.317 2.417
C 0.624 -3.074 1.040
N 0.036 -1.913 0.773
N -1.952 -0.085 3.320
C -2.797 -1.114 3.565
C -3.621 -0.755 4.603
C -3.204 0.549 4.927
N -2.216 0.952 4.147
H 1.896 3.601 3.155
H 2.462 2.512 0.702
H -0.227 2.091 4.027
H -3.651 0.978 1.820
H -4.547 1.270 -0.757
H -2.434 0.397 -2.255
H -0.176 -1.956 3.989
H 1.058 -4.165 2.937
H 1.031 -3.645 0.221
H -2.753 -2.016 2.978
H -4.399 -1.343 5.057
H -3.579 1.211 5.692
O -1.022 -3.290 -2.145
As 0.294 -2.558 -3.078
O -0.422 -0.801 -2.996
O 1.409 -2.147 -1.849
C -0.849 -0.084 -4.057
C -1.787 -0.600 -4.943
C -2.254 0.184 -5.990
C -1.803 1.484 -6.159
C -0.862 2.001 -5.277
C -0.385 1.226 -4.234
S 0.892 1.821 -3.171
O 1.859 0.714 -3.152
O 1.344 3.081 -3.679
O 0.310 1.859 -1.804
H -1.091 -2.889 -1.264
H -2.161 -1.605 -4.793
H -2.986 -0.226 -6.674
H -2.175 2.091 -6.973
H -0.472 3.004 -5.393
N 5.747 -1.949 3.731
C 5.235 -2.058 2.700
N 4.718 -2.284 1.497
C 3.735 -1.594 1.086
N 2.800 -1.031 0.643
N 3.362 0.554 -0.872
C 4.475 0.887 -0.681
N 5.711 1.126 -0.535
C 6.132 2.068 0.300
N 6.589 2.853 1.014
```

# 7
Molecular formula: C22H17AsCrO5
Method: DFT, the ωB97M-V functional and the def2-TZVPD basis

Output
<S²>	3.795
multiplicity	4
total charge	+3

XYZ file:
```
46
C22H17AsCrO5 | the Open Molecules 2025 dataset | the ωB97M-V functional and the def2-TZVPD basis
Cr -0.002 0.891 -3.177
C 0.074 2.373 -2.039
O 0.121 3.288 -1.337
C -0.009 2.079 -4.668
O -0.012 2.822 -5.548
C -1.909 0.944 -3.126
O -3.058 1.005 -3.073
C 1.905 0.832 -3.233
O 3.056 0.825 -3.244
H -0.092 -2.876 -5.654
H -0.096 -2.385 -6.294
O 0.007 -0.299 -1.654
As 0.001 -0.184 0.030
C -1.601 -1.163 0.551
C -1.499 -2.326 1.325
C -2.653 -3.008 1.721
C -3.912 -2.530 1.346
C -4.018 -1.370 0.573
C -2.864 -0.688 0.175
C 1.590 -1.141 0.670
C 1.928 -2.395 0.150
C 3.072 -3.061 0.610
C 3.876 -2.481 1.597
C 3.538 -1.236 2.127
C 2.402 -0.570 1.667
C 0.007 1.588 0.901
C -1.124 2.034 1.604
C -1.112 3.273 2.255
C 0.033 4.072 2.222
C 1.172 3.631 1.544
C 1.162 2.393 0.891
H -0.531 -2.700 1.629
H -2.570 -3.905 2.322
H -4.805 -3.057 1.657
H -4.992 -0.998 0.287
H -2.953 0.215 -0.414
H 1.313 -2.849 -0.615
H 3.336 -4.027 0.203
H 4.759 -2.994 1.954
H 4.154 -0.785 2.896
H 2.163 0.383 2.108
H -2.017 1.431 1.652
H -1.991 3.613 2.788
H 0.040 5.030 2.727
H 2.061 4.248 1.525
H 2.051 2.062 0.370
```

# 8
Molecular formula: C22H17BrCaClN5O4
Method: DFT, the ωB97M-V functional and the def2-TZVPD basis

Output
multiplicity	1

XYZ file:
```
51
C22H17BrCaClN5O4 | the Open Molecules 2025 dataset | the ωB97M-V functional and the def2-TZVPD basis
Ca -0.450 -0.060 -0.340
C -2.558 -5.575 -0.890
C -2.735 -5.010 0.365
C -1.943 -3.952 0.776
C -0.943 -3.434 -0.059
C -0.766 -4.019 -1.315
C -1.571 -5.071 -1.725
N -0.157 -2.345 0.342
C 0.498 -2.440 1.492
C 0.685 -3.665 2.217
C 1.379 -3.697 3.386
C 1.950 -2.524 3.948
C 1.827 -1.343 3.289
C 1.120 -1.267 2.059
N 0.935 -0.127 1.369
N 1.349 0.981 1.853
C 1.125 2.078 1.035
C 1.170 3.342 1.630
C 0.974 4.455 0.843
C 0.762 4.291 -0.522
C 0.731 3.008 -1.029
N 0.902 1.916 -0.281
H -3.179 -6.402 -1.211
H -3.501 -5.392 1.029
H -2.090 -3.506 1.753
H 0.017 -3.638 -1.959
H -1.413 -5.512 -2.703
H 0.276 -4.573 1.796
H 1.510 -4.641 3.900
H 2.488 -2.581 4.884
H 2.260 -0.430 3.673
H 1.343 3.402 2.695
H 0.985 5.443 1.284
H 0.610 5.140 -1.171
H 0.555 2.838 -2.084
O -2.263 2.998 0.322
Cl -2.480 1.682 -0.149
O -3.850 1.413 -0.404
O -1.991 0.732 0.841
O -1.718 1.460 -1.360
Br -0.347 -0.703 -3.340
C -2.047 -1.313 -2.750
C -2.926 -1.883 -3.648
C -4.136 -2.329 -3.138
C -4.407 -2.170 -1.789
C -3.452 -1.570 -0.987
N -2.280 -1.157 -1.466
H -2.675 -1.977 -4.694
H -4.856 -2.800 -3.794
H -5.340 -2.511 -1.365
H -3.621 -1.401 0.068
```

# 9
Molecular formula: C22H17BrN3O3P
Method: DFT, the ωB97M-V functional and the def2-TZVPD basis

Output
multiplicity	1

XYZ file:
```
47
C22H17BrN3O3P | the Open Molecules 2025 dataset | the ωB97M-V functional and the def2-TZVPD basis
O -0.897 2.314 -1.577
O 1.749 -4.954 1.758
Br -5.056 2.253 0.265
N 3.556 -2.468 3.373
O 0.245 -3.985 1.542
C -2.009 2.332 -1.083
C 2.440 -2.297 2.701
C 3.670 -1.362 4.180
C 2.633 -0.506 3.992
C 3.240 -1.962 -2.645
C -5.067 4.450 -3.298
C -3.762 4.401 -3.750
C 4.082 -2.663 -1.788
C 1.906 -1.741 -2.264
C -5.413 3.763 -2.159
C -2.819 3.652 -3.048
C -1.494 -0.204 1.602
C 0.221 1.295 0.842
C -0.504 -0.905 2.370
C 1.171 0.647 1.607
C 3.594 -3.191 -0.585
C 1.452 -2.198 -1.049
C -4.448 3.126 -1.332
C -3.106 3.027 -1.805
C -1.133 0.940 0.854
C 0.825 -0.441 2.377
C 2.266 -2.931 -0.187
N -2.133 1.604 0.089
N 1.811 -1.118 3.045
P 1.681 -3.520 1.440
H 0.761 -4.852 1.666
H 4.528 -1.195 4.854
H 2.481 0.443 4.509
H 3.622 -1.611 -3.608
H -5.812 4.999 -3.868
H -3.438 4.984 -4.613
H 5.106 -2.797 -2.088
H 1.267 -1.134 -2.915
H -6.417 3.766 -1.841
H -1.803 3.660 -3.461
H -2.527 -0.555 1.581
H 0.587 2.167 0.254
H -0.778 -1.781 2.953
H 2.221 0.925 1.510
H 4.200 -3.831 0.039
H 0.404 -1.990 -0.807
H -3.100 1.442 0.371
```

# 10
Molecular formula: C22H17BrN4O3S
Method: DFT, the ωB97M-V functional and the def2-TZVPD basis

Output
SMILES	O=C(O)CCn1cc(/C=C2\NC(=S)N(c3ccccc3)C2=O)c(-c2ccc(Br)cc2)n1
multiplicity	1

XYZ file:
```
48
C22H17BrN4O3S | the Open Molecules 2025 dataset | the ωB97M-V functional and the def2-TZVPD basis
O -2.518 1.288 -1.958
O 7.012 -1.228 0.594
S -1.878 -3.779 -1.396
Br -0.552 4.902 6.324
N 2.584 0.750 2.123
O 6.418 -2.326 -1.280
C -1.991 0.169 -1.775
C 6.160 -1.730 -0.144
C -1.663 -2.044 -1.492
C 1.353 1.120 1.872
C 0.970 0.646 0.631
C 2.113 0.058 0.108
C -0.163 0.875 -0.140
C -0.764 -0.095 -0.918
C -6.085 -1.695 -4.257
C -5.783 -2.595 -3.208
C -5.186 -0.805 -4.665
C 0.868 4.228 4.090
C -0.951 2.657 4.546
C 1.378 3.340 3.112
C -0.474 1.772 3.640
C -4.582 -2.300 -2.477
C -4.038 -0.615 -3.972
C -0.238 3.848 4.782
C 0.737 2.119 2.859
C -3.669 -1.340 -2.827
N -0.561 -1.518 -0.878
N -2.439 -1.100 -2.148
N 3.057 0.071 1.082
C 4.704 -1.654 0.256
C 4.435 -0.207 0.766
H 7.362 -2.290 -1.453
H 2.118 -0.447 -0.884
H -0.584 1.810 -0.025
H -7.107 -1.733 -4.733
H -6.420 -3.426 -2.763
H -5.368 -0.099 -5.474
H 1.440 5.173 4.365
H -1.760 2.282 5.122
H 2.311 3.576 2.643
H -0.849 0.807 3.576
H -4.393 -2.924 -1.605
H -3.376 0.224 -4.260
H -0.140 -1.935 -0.064
H 4.051 -1.988 -0.577
H 4.535 -2.361 1.036
H 4.993 0.634 0.157
H 4.932 -0.114 1.688
```

no.,E (Ha)
1,-4259.7669
2,-4055.6049
3,-2695.1868
4,-3051.6328
5,-1969.1707
6,-4764.1307
7,-4503.7817
8,-5134.9470
9,-4153.7900
10,-4265.4497